No. 1
This record from the OMol25 dataset describes a structure of composition C11H62CdF6N2O27S2 in a non-equilibrium geometry. The level of theory is the ωB97M-V functional and the def2-TZVPD basis.

- Net charge: 0
- HOMO: -8.03 eV
- Frontier orbital gap: 2.65 eV
- Multiplicity: 1

```
111
C11H62CdF6N2O27S2 (the ωB97M-V functional and the def2-TZVPD basis)
Cd -4.5233 -0.6467 4.1320
C -7.9335 -1.9557 -0.4584
F -7.3198 -0.9046 -1.0102
F -8.9638 -2.3600 -1.2593
F -7.1205 -3.0285 -0.2515
S -8.5918 -1.2667 1.2256
O -9.8940 -0.7661 0.8502
O -8.6265 -2.3830 2.1906
N -7.4310 -0.0030 1.8032
S -8.1044 1.3886 1.3682
O -7.1417 2.4311 1.7465
O -8.6599 1.4608 0.0527
C -9.5562 1.5757 2.6836
F -9.9090 0.3750 3.1627
F -9.1553 2.3629 3.6010
F -10.6545 2.1939 2.0905
C -0.5549 3.0238 -0.3111
C -0.2546 1.5718 -0.7182
C 0.9128 1.7908 -1.7610
C 1.6085 0.5098 -2.0941
C 2.2581 0.0166 -0.8281
C 1.2712 -0.2360 0.3317
N 0.3175 0.9089 0.5037
O -0.7906 0.5757 1.4020
C 2.2040 -0.2795 1.5503
C 0.6584 -1.6928 0.1892
C -1.4348 0.9887 -1.4889
H -0.9942 3.7575 -0.9870
H 0.3578 3.5078 0.0364
H -1.1901 3.1708 0.5624
H 1.6015 2.5597 -1.4109
H 0.3927 2.2484 -2.6026
H 2.4330 0.6314 -2.7966
H 0.9091 -0.2569 -2.4276
H 3.0688 0.6968 -0.5670
H 2.7327 -0.9227 -1.1121
H 1.5969 -0.3348 2.4539
H 2.9015 0.5457 1.6939
H 2.7578 -1.2142 1.4629
H 1.3170 -2.5478 0.0368
H -0.1142 -1.7682 -0.5761
H 0.1452 -1.8125 1.1433
H -1.7210 1.5899 -2.3519
H -2.2156 0.9824 -0.7283
H -1.2934 -0.0679 -1.7160
O -2.7203 4.3814 -7.9427
H -3.3224 4.5538 -8.6666
H -2.9789 5.0030 -7.2623
O 1.8379 -3.4975 8.1339
H 1.3499 -4.0799 8.7161
H 1.7855 -3.9174 7.2753
O 7.3260 -0.8944 -6.0926
H 6.9522 -1.4682 -5.4239
H 7.9635 -1.4427 -6.5501
O -4.4175 2.4154 5.7492
H -3.8341 3.0183 5.2884
H -4.6346 2.8676 6.5644
O -4.3820 6.6840 -4.5989
H -5.3320 6.6327 -4.4936
H -4.0620 6.9833 -3.7478
O -1.9695 7.2634 4.6618
H -1.7044 7.4379 5.5649
H -1.3214 6.6378 4.3381
O 2.0093 -6.2936 4.7215
H 1.1092 -6.4367 5.0143
H 2.5071 -7.0089 5.1175
O -1.9434 -1.3496 6.7396
H -1.6985 -2.0922 7.2917
H -1.4028 -0.6261 7.0567
O 2.3121 -2.7982 -7.6267
H 2.5703 -2.9990 -6.7271
H 3.0356 -3.1236 -8.1623
O 5.7731 3.0164 -6.6528
H 4.8282 2.8635 -6.6519
H 6.1579 2.1403 -6.6293
O -1.2690 -7.0509 -2.8608
H -1.8371 -6.9283 -2.1003
H -1.6776 -7.7628 -3.3534
O -4.5475 8.3494 1.5962
H -5.2353 7.6867 1.6597
H -4.0089 8.2118 2.3754
O 6.3266 -4.5912 -4.3979
H 5.5596 -5.0378 -4.7564
H 7.0538 -5.1904 -4.5663
O 0.9982 3.7386 4.4237
H 1.9243 3.9779 4.3858
H 0.8957 3.0684 3.7480
O 6.3170 -5.8490 2.2222
H 6.7985 -6.1082 3.0078
H 5.4837 -5.5124 2.5517
O 4.5497 -7.5939 -1.1381
H 4.9583 -7.2986 -0.3244
H 4.1922 -6.7972 -1.5301
O 1.7424 1.5215 -8.4360
H 0.8731 1.9159 -8.5067
H 1.5966 0.7027 -7.9621
O 7.1345 3.7404 -2.6778
H 7.0141 4.5073 -3.2378
H 6.5737 3.0691 -3.0664
O 7.8447 -3.1410 -0.7073
H 7.2513 -3.3649 -1.4242
H 7.7243 -3.8431 -0.0679
O 1.0758 1.4961 7.7715
H 1.9792 1.1969 7.6687
H 0.9934 2.2261 7.1580
O -3.9189 -3.7648 2.8731
H -3.2251 -3.8895 2.2255
H -4.1318 -4.6495 3.1701
O 8.8293 0.9928 0.4744
H 8.5477 0.1174 0.2087
H 8.5244 1.5667 -0.2283
```


No. 2
This record from the OMol25 dataset describes the molecule C4H6N2 in a non-equilibrium geometry. The level of theory is the ωB97M-V functional and the def2-TZVPD basis.

- Net charge: 0
- HOMO: -7.59 eV
- Frontier orbital gap: 8.47 eV
- Multiplicity: 1

```
12
C4H6N2 (the ωB97M-V functional and the def2-TZVPD basis)
C 1.1931 0.4154 -0.2979
C 0.7944 -0.2515 0.7833
C -0.6871 -0.5161 0.9499
N -1.2266 -0.1821 -0.3511
N -0.9264 0.3856 -1.4792
C 0.3576 0.7372 -1.4051
H 2.2374 0.6307 -0.3660
H 1.3062 -0.4256 1.6742
H -1.1136 0.0842 1.8345
H -0.7712 -1.5795 1.4251
H -2.0694 -0.7304 -0.5146
H 0.9057 1.4321 -2.2531
```


No. 3
This record from the OMol25 dataset describes a structure of composition C4H11N5O4PdSSe3Te in a non-equilibrium geometry. The level of theory is the ωB97M-V functional and the def2-TZVPD basis.

- Net charge: 0
- HOMO (spin up / spin down): -8.26 / -8.26 eV
- Frontier orbital gap (spin up / spin down): 4.82 / 4.82 eV
- Multiplicity: 1

```
30
C4H11N5O4PdSSe3Te (the ωB97M-V functional and the def2-TZVPD basis)
Pd -0.4480 0.4379 -0.0619
C -0.1688 -1.8237 4.9937
N -0.9686 -1.0120 4.0961
C -2.4189 -1.1238 4.1723
C -0.4209 -0.0964 3.2434
N -1.0025 0.7968 2.5548
N 0.9938 -0.1880 3.1607
C 1.7801 0.0297 2.0711
N 3.1034 -0.2353 2.3154
N 1.3837 0.3787 0.8916
H -0.8345 -2.3081 5.7022
H 0.5276 -1.2257 5.5912
H 0.3821 -2.6117 4.4709
H -2.6685 -2.1317 4.4972
H -2.8579 -0.9893 3.1865
H -2.8475 -0.4103 4.8832
H -2.0144 0.7372 2.6058
H 1.4477 -0.7259 3.8786
H 3.4404 -0.1922 3.2615
H 3.7707 0.0219 1.6089
H 2.1577 0.3394 0.2354
Se 0.9427 -0.1599 -2.6661
Se 2.7315 3.4548 -2.4775
Te 0.8750 2.1088 -2.0373
Se -0.5124 2.9130 -0.2682
O -0.9693 -1.6258 0.0950
S -2.4479 -1.2830 -0.1295
O -3.1227 -2.2613 -0.9184
O -2.1946 0.0197 -0.9632
O -3.0844 -0.9217 1.1217
```


M (computed, g mol⁻¹): 945.138, 82.106, 696.130
Energy above the lowest of the compared OMol25 structures with the same formula, charge and spin (computed, kcal per mole): 216.7, 80.5, 68.6